1.
Density functional theory data (ωB97M-V/def2-TZVPD) for a single C7H10N2O6 molecule.

Charge = 0
Total energy = -833.3798 Ha
Max |F| = 7.3 eV Å⁻¹
Highest occupied orbital energy (spin up / spin down) = -10.18 / -10.18 eV
Orbital gap (spin up / spin down) = 9.14 / 9.14 eV

Each line ends with the Löwdin charge.
CARTESIAN COORDINATES (ANGSTROEM)
C 3.455 0.842 0.239  -0.074
C 2.532 -0.356 0.096  -0.277
O 1.182 -0.038 0.035  0.009
C 0.266 -0.674 0.764  -0.475
O 0.496 -1.567 1.508  0.161
C -1.124 -0.117 0.478  -0.230
C -2.155 -1.090 0.894  -0.058
C -1.397 1.315 1.159  -0.015
O -1.734 2.048 -0.076  -0.020
N -1.601 1.210 -1.407  -0.120
O -1.949 1.768 -2.400  0.136
C -1.263 -0.040 -1.229  -0.026
N -1.000 -0.945 -2.244  -0.348
O -1.440 -0.689 -3.322  0.139
O -0.312 -1.938 -1.980  0.095
H 2.962 1.395 1.161  0.121
H 4.460 0.480 0.368  0.070
H 3.289 1.399 -0.708  0.084
H 2.764 -1.029 0.925  0.120
H 2.933 -0.830 -0.864  0.149
H -3.183 -0.588 0.835  0.124
H -2.024 -1.547 1.959  0.134
H -2.109 -2.025 0.405  0.073
H -2.369 1.220 1.728  0.141
H -0.679 1.796 1.675  0.087

***

2.
Density functional theory data (ωB97M-V/def2-TZVPD) for a single C7H10N2OS molecule.

Charge = 0
Total energy = -855.6105 Ha
Max |F| = 6.0 eV Å⁻¹
Highest occupied orbital energy = -8.79 eV
Orbital gap = 9.50 eV

Each line ends with the Löwdin charge.
CARTESIAN COORDINATES (ANGSTROEM)
C 1.359 0.297 -1.758  -0.107
C -0.165 0.185 -1.796  -0.159
C -0.596 0.042 -0.304  -0.247
C -1.871 0.427 0.192  -0.009
C -2.047 0.427 1.513  -0.128
N -1.088 0.090 2.386  0.092
C 0.032 -0.290 1.812  -0.268
C 1.113 -1.041 2.912  -0.721
O 2.250 -1.259 2.325  -0.022
S 0.197 -2.489 3.533  0.727
N 0.377 -0.296 0.498  0.131
H 1.739 -0.222 -0.922  0.027
H 1.546 1.357 -1.692  0.065
H 1.803 0.101 -2.817  0.109
H -0.542 -0.642 -2.288  0.082
H -0.629 1.168 -2.050  0.124
H -2.610 0.586 -0.594  0.120
H -2.897 0.788 2.009  0.100
H 1.143 -0.239 3.672  0.108
H 2.242 -1.431 1.417  0.067
H -0.730 -1.551 4.022  -0.091

***

3.
Density functional theory data (ωB97M-V/def2-TZVPD) for a single C7H10N2S molecule.

Charge = 0
Total energy = -780.3987 Ha
Max |F| = 4.1 eV Å⁻¹
Highest occupied orbital energy = -7.58 eV
Orbital gap = 8.29 eV

Each line ends with the Löwdin charge.
CARTESIAN COORDINATES (ANGSTROEM)
C 1.261 -0.559 1.313  -0.072
C 0.978 -0.497 -0.249  -0.704
C 2.283 -0.680 -1.092  -0.108
C 0.269 0.931 -0.523  -0.106
C -1.150 0.629 -0.232  -0.313
N -2.195 1.343 0.260  0.115
C -3.218 0.436 0.500  -0.169
N -2.810 -0.765 0.204  0.061
C -1.523 -0.695 -0.171  -0.617
S -0.296 -1.815 -0.653  0.965
H 1.861 -1.416 1.362  0.047
H 0.238 -0.634 1.805  0.105
H 1.689 0.375 1.538  0.056
H 2.774 -1.559 -0.543  0.086
H 3.091 0.065 -1.042  0.078
H 2.074 -1.006 -2.150  0.083
H 0.459 1.265 -1.666  0.160
H 0.683 1.651 0.139  0.089
H -2.277 2.321 0.298  0.135
H -4.193 0.612 0.903  0.109

***

4.
Density functional theory data (ωB97M-V/def2-TZVPD) for a molecular structure, C7H10N3O2.

Charge = +1
Total energy = -587.0967 Ha
Max |F| = 6.5 eV Å⁻¹
Highest occupied orbital energy = -13.02 eV
Orbital gap = 9.89 eV

Each line ends with the Löwdin charge.
CARTESIAN COORDINATES (ANGSTROEM)
C 1.374 -1.011 -0.178  -0.172
C 0.645 1.513 0.181  -0.295
C -0.921 -0.059 -0.184  -0.282
C 2.256 -2.009 -0.171  0.120
C -2.252 1.357 0.159  0.020
C 2.970 0.926 -0.156  -0.052
C -3.267 -1.139 0.169  0.063
N 1.626 0.450 -0.163  -0.033
N -2.185 -0.125 0.129  0.011
N -0.839 1.316 -0.213  0.153
O 1.073 2.568 0.474  0.163
O -0.110 -1.121 -0.230  0.151
H 2.030 -3.099 -0.341  0.113
H 3.276 -1.957 0.069  0.057
H -2.877 1.671 -0.740  0.177
H -2.412 1.869 1.137  0.170
H 3.208 1.857 0.436  0.117
H 3.653 0.113 0.259  0.109
H 3.171 1.173 -1.255  0.134
H -3.236 -1.588 1.204  0.133
H -4.179 -0.797 -0.112  0.067
H -3.004 -1.908 -0.474  0.078

***

5.
Density functional theory data (ωB97M-V/def2-TZVPD) for 2 unconnected molecules or ions with the total composition C7H10N3OP.

Charge = 0
Total energy = -853.4564 Ha
Max |F| = 3.9 eV Å⁻¹
Highest occupied orbital energy (spin up / spin down) = -8.19 / -8.29 eV
Orbital gap (spin up / spin down) = 8.38 / 6.36 eV

Each line ends with the Löwdin charge.
CARTESIAN COORDINATES (ANGSTROEM)
C 2.301 1.592 -0.350  -0.165
C 3.003 0.515 0.071  -0.095
C 0.955 0.020 -0.056  -0.415
C 1.948 -1.825 0.714  -0.001
C 0.598 -2.049 0.623  -0.066
C -1.327 -0.397 -2.083  -0.185
C -3.036 2.005 1.665  0.076
N 0.992 1.294 -0.511  0.113
N 2.143 -0.499 0.289  -0.002
N -0.023 -0.937 0.078  -0.139
O -2.587 -1.348 0.075  -0.341
P -1.606 -0.345 -0.279  0.767
H 2.826 2.439 -0.515  0.068
H 4.097 0.346 0.125  0.125
H 2.662 -2.459 1.168  0.103
H 0.102 -2.999 0.880  0.131
H -1.793 -1.394 -2.344  0.072
H -1.891 0.445 -2.483  0.034
H -0.275 -0.283 -2.395  0.051
H -2.676 1.849 2.686  -0.012
H -4.026 2.342 1.800  -0.031
H -2.387 1.689 0.844  -0.084

***

6.
Density functional theory data (ωB97M-V/def2-TZVPD) for a single C7H10N4 molecule.

Charge = 0
Total energy = -491.5620 Ha
Max |F| = 5.1 eV Å⁻¹
Highest occupied orbital energy (spin up / spin down) = -6.61 / -6.61 eV
Orbital gap (spin up / spin down) = 7.07 / 7.07 eV

Each line ends with the Löwdin charge.
CARTESIAN COORDINATES (ANGSTROEM)
C 2.741 -0.377 0.165  -0.032
C 3.236 0.905 0.223  -0.109
C -1.065 -0.854 0.198  -0.091
C 1.239 -0.205 -0.100  -0.228
C 0.325 -1.246 0.043  -0.317
C 1.054 1.163 -0.480  -0.084
C -3.501 0.788 -0.064  -0.124
N 2.165 1.790 -0.129  -0.033
N -1.124 0.447 0.390  -0.009
N 0.734 -2.510 0.002  0.097
N -2.237 1.201 0.378  -0.129
H 3.237 -1.314 0.388  0.077
H 4.188 1.295 0.028  0.077
H -1.873 -1.585 0.085  0.105
H -4.134 1.580 0.177  0.050
H -3.596 0.399 -1.156  0.111
H -3.729 -0.177 0.619  0.120
H 2.397 2.641 -0.531  0.084
H 1.645 -2.750 -0.472  0.125
H 0.090 -3.349 -0.209  0.146
H -1.792 2.157 0.446  0.166

***

7.
Density functional theory data (ωB97M-V/def2-TZVPD) for a single C7H10N6O molecule.

Charge = 0
Total energy = -676.2314 Ha
Max |F| = 4.9 eV Å⁻¹
Highest occupied orbital energy = -7.73 eV
Orbital gap = 8.28 eV

Each line ends with the Löwdin charge.
CARTESIAN COORDINATES (ANGSTROEM)
O 0.283 -2.206 2.123  -0.006
C 0.085 -0.895 2.370  -0.117
C 0.282 0.029 1.414  -0.207
C -0.201 1.354 1.714  -0.051
C -0.019 2.359 0.813  -0.061
C 0.824 2.162 -0.425  -0.115
C 1.508 1.081 -0.564  -0.061
C 1.088 -0.223 0.220  -0.209
N 0.581 -1.118 -0.851  -0.171
N 0.661 -2.421 -0.525  -0.049
N -0.168 -3.263 -0.930  -0.026
N -1.357 -2.894 -1.451  -0.140
N -1.689 -1.561 -1.356  -0.051
N -0.430 -0.801 -1.764  0.024
H 0.777 -2.276 1.176  0.099
H -0.462 -0.871 3.245  0.111
H -0.754 1.421 2.623  0.104
H -0.539 3.283 0.812  0.075
H 1.081 2.932 -1.093  0.088
H 2.378 0.973 -1.287  0.134
H 1.943 -0.883 0.549  0.162
H -1.619 -3.531 -2.329  0.184
H -2.479 -1.238 -2.038  0.156
H -0.545 0.237 -1.543  0.126

***

8.
Density functional theory data (ωB97M-V/def2-TZVPD) for 2 unconnected molecules or ions with the total composition C7H10NO.

Charge = -1
Total energy = -402.5793 Ha
Max |F| = 4.7 eV Å⁻¹
Highest occupied orbital energy (spin up / spin down) = -1.77 / -1.77 eV
Orbital gap (spin up / spin down) = 5.90 / 5.90 eV

Each line ends with the Löwdin charge.
CARTESIAN COORDINATES (ANGSTROEM)
C -2.027 0.703 0.791  -0.177
C -1.423 1.279 -0.333  -0.167
C -1.623 -0.613 1.242  -0.132
C -0.354 0.629 -0.989  -0.125
C -0.599 -1.194 0.543  -0.102
C 0.297 -0.549 -0.463  -0.341
C 1.358 -1.367 -1.094  -0.079
N 1.613 0.386 0.849  -0.179
O 2.418 1.518 0.438  -0.208
H -2.726 1.292 1.371  0.056
H -2.020 2.135 -0.727  0.087
H -2.216 -1.110 1.982  0.071
H -0.098 0.937 -2.022  0.079
H 1.771 2.035 -0.015  0.006
H -0.284 -2.158 0.703  0.047
H 1.183 -2.424 -1.199  0.066
H 2.226 -0.980 -0.646  0.040
H 1.428 -1.036 -2.136  0.066
H 1.076 0.516 1.706  -0.006

***

9.
Density functional theory data (ωB97M-V/def2-TZVPD) for a gas-phase ion, C7H10NO (charge +1).

Charge = +1
Total energy = -402.2895 Ha
Max |F| = 4.9 eV Å⁻¹
Highest occupied orbital energy = -13.58 eV
Orbital gap = 9.49 eV

Each line ends with the Löwdin charge.
CARTESIAN COORDINATES (ANGSTROEM)
N 0.682 0.883 -1.972  0.226
C 0.187 0.592 -0.585  -0.428
C 1.208 1.768 0.310  -0.111
O 1.420 2.870 0.019  0.155
C -1.252 0.752 -0.479  0.033
C -1.943 0.068 0.236  0.062
C -1.818 -1.057 1.179  -0.143
C -0.285 -1.126 1.272  -0.128
C 0.584 -0.707 -0.032  -0.137
H -0.131 0.669 -2.530  0.156
H 1.249 0.101 -2.263  0.154
H 1.175 1.886 -2.084  0.238
H 1.447 1.326 1.246  0.117
H -2.353 -1.009 2.101  0.110
H -2.281 -2.011 0.726  0.155
H 0.028 -0.491 2.065  0.094
H 0.052 -2.184 1.572  0.151
H 1.675 -0.810 0.066  0.130
H 0.352 -1.521 -0.846  0.165

***

10.
Density functional theory data (ωB97M-V/def2-TZVPD) for a gas-phase ion, C7H10NO2 (charge +1).

Charge = +1
Total energy = -477.5929 Ha
Max |F| = 5.8 eV Å⁻¹
Highest occupied orbital energy = -12.36 eV
Orbital gap = 9.16 eV

Each line ends with the Löwdin charge.
CARTESIAN COORDINATES (ANGSTROEM)
C 3.425 -0.630 0.788  0.033
O 2.383 0.416 0.648  -0.043
C 1.235 -0.060 0.193  -0.124
N 0.947 0.735 -1.295  0.172
C 0.152 0.877 -0.065  -0.106
C -1.439 0.433 -0.121  -0.207
C -2.349 0.409 1.005  0.038
C -3.481 -0.273 0.374  -0.036
C -3.132 -0.502 -0.928  -0.116
O -1.893 -0.081 -1.239  0.048
H 4.032 -0.636 -0.075  0.087
H 2.986 -1.603 0.866  0.087
H 3.952 -0.350 1.716  0.120
H 1.173 -1.146 -0.088  0.192
H 0.391 0.367 -2.045  0.138
H 1.342 1.631 -1.621  0.180
H 0.201 1.808 0.484  0.166
H -1.966 0.424 1.999  0.104
H -4.347 -0.584 0.988  0.128
H -3.609 -1.234 -1.584  0.141

***

11.
Density functional theory data (ωB97M-V/def2-TZVPD) for 2 unconnected molecules or ions with the total composition C7H10NO3.

Spin multiplicity = 3
Charge = -1
Total energy = -553.0566 Ha
Max |F| = 8.2 eV Å⁻¹
Highest occupied orbital energy (spin up / spin down) = -0.66 / -5.23 eV
Orbital gap (spin up / spin down) = 4.05 / 8.56 eV

Each line ends with the Löwdin charge.
CARTESIAN COORDINATES (ANGSTROEM)
C -0.677 0.135 -0.086  -0.137
C -2.698 1.697 -0.657  -0.059
C -2.926 -0.908 0.528  -0.697
C 1.506 -1.259 0.410  -0.040
C 1.208 1.242 0.775  -0.106
C 1.285 0.371 -1.513  -0.054
C 0.823 0.036 -0.027  -0.586
N -1.351 -0.728 0.516  0.025
O -2.940 1.736 -1.776  0.005
O -3.049 -1.929 1.203  -0.057
O -3.584 -0.058 -0.007  -0.036
H 1.738 -1.788 -0.455  0.052
H 2.460 -0.926 0.762  0.066
H 1.170 -1.787 1.264  0.065
H 1.174 1.069 1.933  0.116
H 0.512 1.997 0.502  0.061
H 2.222 1.510 0.745  0.042
H 0.816 -0.471 -2.092  0.099
H 2.345 0.252 -1.478  0.051
H 1.091 1.361 -1.702  0.040
H -1.123 -1.554 1.155  0.149

***

12.
Density functional theory data (ωB97M-V/def2-TZVPD) for a gas-phase ion, C7H10NO4S (charge -1).

Charge = -1
Total energy = -1026.6452 Ha
Max |F| = 4.6 eV Å⁻¹
Highest occupied orbital energy = -5.50 eV
Orbital gap = 8.90 eV

Each line ends with the Löwdin charge.
CARTESIAN COORDINATES (ANGSTROEM)
C -3.083 -2.472 0.009  0.054
C -1.770 -2.290 -0.172  -0.087
C -1.231 -0.992 0.189  -0.457
O -2.046 -0.102 0.589  -0.032
N 0.090 -0.826 -0.029  0.121
C 1.018 0.249 0.141  -0.355
S 2.671 -0.486 -0.074  0.445
O 3.567 0.523 -0.597  -0.354
O 3.034 -0.925 1.291  -0.374
O 2.456 -1.535 -1.046  -0.360
C 0.795 1.337 1.301  -0.018
C 0.855 1.725 -0.169  -0.291
C -0.296 2.447 -0.827  -0.090
H -3.499 -3.452 -0.203  0.065
H -3.451 -1.568 0.255  0.015
H -1.060 -3.057 -0.450  0.103
H 0.635 -1.508 -0.531  0.088
H 1.529 1.401 2.024  0.059
H -0.139 1.238 1.908  0.111
H 1.754 2.197 -0.512  0.112
H -0.350 3.612 -0.720  0.090
H -1.329 2.190 -0.441  0.074
H -0.149 2.294 -1.936  0.080